1.
Density functional theory data (ωB97M-V/def2-TZVPD) for an isolated molecule of C5H7NO.

Computed properties:
Multiplicity: 1
Frontier orbital gap: 8.27 eV

Element x y z (Å)
C -1.861773 -0.532806 0.915351
C -0.995233 0.340375 0.112896
N -1.114653 1.412509 -0.532445
H -2.253067 -1.324674 0.271448
H -1.291550 -0.994582 1.724416
H -2.705499 0.030263 1.318530
C 1.576342 -1.081842 -0.411841
O 1.259911 2.200341 -0.339272
C 0.431853 1.218609 -0.498302
C 0.457198 -0.111286 -0.571121
H 0.964691 2.951166 -0.878222
H 1.502593 -1.845471 -1.193246
H 2.569257 -0.621961 -0.441349
H 1.459930 -1.640642 0.523157

Atomic forces in eV per Å
C -0.54 0.25 0.49
C 1.12 -3.09 -2.24
N 0.69 2.53 1.59
H 0.18 0.01 -0.03
H -0.10 0.03 -0.07
H 0.05 -0.06 0.08
C -0.33 -0.50 0.29
O 0.95 1.22 -0.15
C -2.08 -0.59 -2.25
C -0.14 -0.09 1.88
H -0.04 0.05 0.30
H 0.20 0.14 -0.01
H -0.16 -0.01 0.03
H 0.20 0.11 0.08

2.
Density functional theory data (ωB97M-V/def2-TZVPD) for a cluster of 2 separate species, C3H9O2 in total.

Computed properties:
Multiplicity: 1
Frontier orbital gap: 7.60 eV
Charge: -1

Element x y z (Å)
C -0.285001 0.029687 0.500036
O 0.436965 -1.173841 0.284389
C 0.002103 1.222173 -0.519479
C 0.384435 0.497278 -1.777629
H -1.315396 -0.223146 0.227522
H -0.159905 0.395888 1.578657
H -0.872481 1.939426 -0.620326
H 0.929320 1.847592 -0.220083
H -0.605976 -0.123388 -2.077034
H 0.478970 1.016795 -2.684712
H 1.349453 -0.090936 -1.433398
H -0.784901 -2.277174 2.644671
H 0.450890 -1.358554 1.386432
O -0.008474 -1.701799 2.710952

Atomic forces in eV per Å
C -0.18 1.24 -0.33
O 0.46 1.70 1.90
C 1.39 0.70 0.83
C -1.24 -2.58 0.42
H -0.54 0.26 0.67
H -0.55 -0.59 -1.46
H 0.84 -0.95 0.23
H -1.40 -0.75 -0.08
H 2.50 0.31 0.87
H 0.86 1.42 -1.01
H -2.30 0.55 -1.44
H 0.36 0.24 -0.18
H -0.50 -1.59 -0.43
O 0.30 0.04 0.01

3.
Density functional theory data (ωB97M-V/def2-TZVPD) for a structure of composition C4H5LiO3Zn.

Computed properties:
Multiplicity: 2
Frontier orbital gap (alpha / beta): 5.25 / 6.02 eV
Charge: +1

Element x y z (Å)
O -1.400117 -0.433316 -1.023472
Li -0.828658 -2.248251 0.351923
O -2.242951 -1.462530 -0.492427
C -1.371154 0.662225 -0.260638
C -0.233437 1.417594 0.121009
H 0.105310 2.300000 0.687396
H -2.433685 0.905319 -0.126110
H -1.388467 2.023851 0.430732
O 2.672692 0.017634 -0.361488
C 2.150547 -0.773560 0.524799
C 0.888859 -0.572388 1.025145
Zn 1.706578 1.573264 -0.789492
H 0.334492 -0.494146 1.959668
H 2.742940 -1.651499 0.823309

Atomic forces in eV per Å
O 2.70 1.15 -0.53
Li -0.01 0.26 -0.25
O -0.53 0.27 0.56
C -0.11 -1.50 -0.45
C -3.37 0.87 -0.75
H -0.47 -0.56 0.71
H 0.06 -0.11 1.27
H 2.46 1.03 -1.01
O 1.19 0.68 -1.23
C -2.41 0.23 1.50
C 1.09 -0.54 0.11
Zn -1.12 -1.65 0.51
H 0.49 -0.43 -0.23
H 0.04 0.30 -0.20

4.
Density functional theory data (ωB97M-V/def2-TZVPD) for a cluster of 2 separate species, C6H10O in total.

Computed properties:
Multiplicity: 1
Frontier orbital gap: 9.48 eV

Element x y z (Å)
C 2.617837 0.236487 -0.359263
C 1.695932 -0.671310 -0.659859
C -1.344618 -0.408265 0.430219
C -1.981967 -0.835483 -0.855847
O -1.276994 -1.442968 1.335034
C -0.884364 0.795337 0.676235
C -0.316997 1.951497 0.897765
H 3.113816 0.249251 0.608228
H 0.729515 2.111069 0.631655
H 2.913335 1.005402 -1.069107
H 1.386740 -1.439139 0.045783
H 1.197466 -0.679532 -1.626660
H -3.007504 -1.176803 -0.679349
H -1.996594 -0.012189 -1.572950
H -1.421167 -1.674804 -1.283749
H -0.842117 -1.114630 2.133463
H -0.848940 2.790455 1.343798

Atomic forces in eV per Å
C -0.09 -0.14 -0.05
C 0.11 0.12 0.03
C 0.01 0.32 -0.21
C -0.02 0.02 -0.04
O 0.09 0.07 0.21
C 0.00 -0.08 0.02
C -0.03 -0.08 -0.02
H -0.08 -0.02 -0.13
H -0.16 -0.04 0.03
H -0.04 -0.12 0.08
H 0.09 0.12 -0.09
H 0.10 0.03 0.13
H 0.13 0.05 -0.01
H 0.00 -0.12 0.12
H -0.07 0.12 0.07
H -0.08 -0.10 -0.08
H 0.03 -0.15 -0.07

5.
Density functional theory data (ωB97M-V/def2-TZVPD) for an isolated molecule of C2H5N3S.

Computed properties:
Multiplicity: 1
Frontier orbital gap: 9.89 eV

Element x y z (Å)
C -0.591716 0.719357 -0.657386
C 0.479493 1.200605 0.294995
H -0.283543 -0.913060 1.145193
H -1.729752 -1.711034 0.795066
H -0.840332 1.306790 -1.525595
H 0.291798 2.163589 0.743991
H 1.075642 -1.236457 -0.840045
N -0.926732 -1.231990 0.437175
N -1.346056 -0.305153 -0.508014
N 1.649162 0.687980 0.437240
S 2.222031 -0.680623 -0.322622

Atomic forces in eV per Å
C -0.36 -0.26 0.60
C 0.77 -1.01 -1.46
H 0.05 0.25 0.31
H -0.12 -0.26 0.23
H -0.05 0.58 0.04
H 0.05 0.18 0.37
H 0.47 0.28 0.08
N -0.78 0.30 -0.65
N 1.34 -0.43 0.34
N -0.81 0.67 0.25
S -0.56 -0.30 -0.10

6.
Density functional theory data (ωB97M-V/def2-TZVPD) for the ion CH2FO4S with charge -1.

Computed properties:
Multiplicity: 1
Frontier orbital gap: 9.30 eV
Charge: -1

Element x y z (Å)
C 0.176236 0.815538 0.137778
O -1.379974 -0.519523 -1.289408
O -1.643182 -1.269770 0.907606
O 0.502218 -1.780991 -0.450810
O 1.462385 0.825826 -0.223733
F 0.104300 1.391293 1.492169
S -0.719955 -0.911078 -0.126632
H -0.427007 1.394799 -0.496590
H 1.924979 0.053905 0.049620

Atomic forces in eV per Å
C -0.37 -1.55 2.60
O -2.28 1.09 -4.16
O 0.36 -0.55 1.45
O -2.53 1.27 1.66
O 0.08 1.50 -0.90
F -0.29 -0.79 -1.35
S 5.39 -0.73 0.94
H -0.53 1.27 -0.60
H 0.16 -1.51 0.36

7.
Density functional theory data (ωB97M-V/def2-TZVPD) for an isolated molecule of C17H22N4O4S2.

Computed properties:
Multiplicity: 1
Frontier orbital gap: 8.86 eV

Element x y z (Å)
C 3.379678 -1.523161 -2.264351
C 2.961674 -1.629870 -0.829622
C 2.529191 -0.507286 -0.131117
C 2.110677 -0.600500 1.179378
C 2.117418 -1.836174 1.825018
C 2.555322 -2.963162 1.145816
C 2.972569 -2.849280 -0.170036
H 3.309277 -3.734955 -0.688602
H 2.577549 -3.930617 1.624214
O 1.651879 -1.829230 3.119872
C 1.435420 -3.043011 3.785217
C 0.542139 -4.070641 3.099675
O 0.662663 -5.251086 3.321406
N -0.414569 -3.644183 2.208409
C -0.766529 -2.393073 1.781063
N -1.115356 -2.169684 0.552849
N -1.438250 -0.909887 0.322847
C -1.382685 -0.157891 1.365941
S -0.898449 -0.971107 2.811445
S -1.533119 1.635469 1.316295
O -2.690745 1.996920 2.071729
O -0.252587 2.113160 1.739769
N -1.762334 2.000043 -0.253475
C -3.076433 1.718731 -0.783883
H -3.203832 0.638514 -0.939946
C -3.342838 2.465710 -2.094379
H -2.984862 1.871317 -2.936879
H -4.424433 2.561271 -2.201977
C -2.692083 3.850051 -2.152546
H -3.279321 4.480909 -2.823456
C -1.255445 3.810692 -2.677382
C -0.240482 3.263642 -1.676429
C -0.612520 1.888217 -1.123033
H -0.814089 1.170230 -1.922564
H 0.213159 1.509409 -0.518498
H 0.736950 3.198323 -2.158489
H -0.155646 3.944809 -0.828342
H -1.228200 3.206649 -3.587950
H -0.951544 4.824080 -2.949093
H -2.710696 4.303936 -1.161507
H -3.773404 2.043540 -0.009506
H -0.822185 -4.400037 1.664567
H 2.382045 -3.553037 4.013269
H 0.964152 -2.767685 4.735891
H 1.770405 0.271361 1.717983
H 2.518703 0.455371 -0.621249
H 4.054369 -2.331918 -2.533677
H 2.504067 -1.582175 -2.911445
H 3.873329 -0.572709 -2.453218

Atomic forces in eV per Å
C -0.09 -0.01 -0.01
C 0.05 -0.07 0.00
C -0.01 -0.15 0.07
C -0.07 -0.12 0.26
C 0.17 0.14 -0.22
C -0.08 -0.01 0.37
C -0.02 0.17 -0.07
H 0.05 -0.09 -0.06
H 0.04 -0.10 0.05
O 0.36 -0.02 -0.09
C 0.31 -0.17 0.28
C 0.03 0.11 -0.07
O 0.14 -0.04 0.13
N -0.34 -0.60 -0.11
C -0.13 1.33 0.52
N 0.33 -1.45 0.09
N -0.45 1.41 -0.61
C 0.08 0.29 0.55
S -0.43 -0.42 -0.76
S -0.05 -0.04 -0.07
O -0.13 -0.15 -0.15
O 0.19 0.01 -0.17
N 0.13 -0.33 1.16
C -0.88 -0.19 -0.19
H -0.03 0.14 0.04
C 0.12 0.11 0.24
H -0.06 -0.03 -0.06
H 0.01 -0.10 -0.02
C -0.04 -0.09 -0.29
H -0.01 0.03 0.08
C 0.06 0.14 0.28
C -0.11 -0.20 -0.18
C 0.77 0.27 -0.23
H -0.01 -0.06 0.07
H 0.05 -0.07 -0.25
H 0.07 0.01 0.03
H 0.09 0.02 0.03
H 0.00 0.02 -0.09
H 0.02 -0.02 -0.08
H -0.07 0.15 0.05
H -0.11 -0.06 -0.22
H 0.09 0.11 0.12
H -0.24 0.00 -0.06
H 0.08 -0.12 -0.08
H -0.03 0.11 0.07
H 0.02 0.12 -0.06
H 0.06 -0.02 -0.08
H 0.00 0.00 -0.12
H 0.06 0.04 -0.08

8.
Density functional theory data (ωB97M-V/def2-TZVPD) for a cluster of 3 separate species, C17H27BFN2O7 in total.

Computed properties:
Multiplicity: 1
Frontier orbital gap: 9.54 eV
Charge: +1

Element x y z (Å)
C 3.518073 -0.502405 -0.369790
B 2.871439 -0.547048 -1.768546
O 3.480540 -1.026250 -2.879413
N 1.383875 -0.043280 -1.859849
C 0.625900 -0.606544 -3.031456
C -0.775250 -1.049039 -2.660358
C -1.644498 -0.002704 -1.976301
F -0.671165 -2.167324 -1.849868
C 1.309650 1.440890 -1.738535
C 1.774487 2.230074 -2.776882
C 1.641030 3.601171 -2.602411
C 1.056879 4.058105 -1.421696
N 0.639678 3.285701 -0.423780
C 0.772304 1.976043 -0.580629
H 3.265201 0.453612 0.091377
H 4.584187 -0.681089 -0.397848
H 3.069017 -1.260851 0.278075
H 3.685205 -0.360069 -3.547515
H 0.933263 -0.432594 -1.027369
H 0.549366 0.095563 -3.853978
H 1.140101 -1.485997 -3.404663
H -1.263104 -1.318252 -3.595537
H -1.365986 1.004919 -2.273504
H -1.522127 -0.071581 -0.897728
H -2.685093 -0.131444 -2.245724
H 2.197611 1.816421 -3.680262
H 1.962161 4.296183 -3.358597
H 0.924062 5.122791 -1.297056
H 0.436966 1.312631 0.205969
C 1.011818 5.005837 4.533948
C 0.954169 3.538718 4.193420
C 1.646604 2.625469 5.181071
O 2.064489 1.534441 4.342385
C 2.210968 2.013735 3.094684
O 2.734391 1.417942 2.200834
O 1.694392 3.251817 2.985238
H 0.460143 5.592391 3.800423
H 0.580272 5.187378 5.517767
H 2.042873 5.360273 4.525086
H -0.079950 3.224960 4.030154
H 0.991689 2.266746 5.970099
H 2.533751 3.080548 5.625738
C -2.578303 -4.368798 -1.006581
C -3.439614 -4.785386 0.159671
C -4.386752 -5.933933 -0.112355
O -5.473294 -5.648545 0.775475
C -5.495576 -4.310249 0.989513
O -6.375797 -3.719322 1.516140
O -4.358026 -3.737514 0.509794
H -1.910473 -3.571936 -0.707884
H -1.983076 -5.207715 -1.368422
H -3.196160 -3.990510 -1.822669
H -2.819028 -4.993579 1.035757
H -3.959153 -6.907683 0.112597
H -4.764130 -5.932720 -1.138007

Atomic forces in eV per Å
C -0.68 -0.10 -0.26
B 0.91 -0.31 0.43
O -0.22 0.78 0.08
N -0.19 0.01 -0.43
C -0.53 -0.54 -0.16
C -0.35 0.90 -0.30
C 0.30 0.04 0.00
F 0.19 -0.06 0.05
C 0.12 -0.63 -0.12
C -0.21 0.41 0.43
C -0.12 -0.49 0.25
C 0.12 0.27 -0.19
N -0.02 -0.18 -0.10
C 0.21 0.17 -0.42
H 0.24 0.06 0.31
H 0.16 0.10 0.01
H -0.04 -0.04 0.13
H -0.05 -0.37 -0.38
H 0.03 0.08 0.13
H 0.23 0.36 0.13
H 0.28 -0.01 0.08
H 0.09 -0.41 -0.08
H 0.05 0.09 -0.13
H -0.16 -0.01 0.14
H -0.18 -0.17 0.21
H 0.03 -0.06 -0.09
H 0.05 0.10 -0.09
H -0.04 0.10 0.15
H -0.05 0.09 0.24
C 0.12 0.11 -0.31
C 0.00 0.32 0.23
C -0.08 -0.07 0.10
O 0.04 0.05 0.03
C 0.02 0.11 0.06
O -0.11 -0.10 -0.20
O -0.06 -0.14 -0.02
H -0.06 -0.02 0.04
H -0.02 -0.04 0.01
H 0.03 -0.06 0.11
H 0.03 -0.08 -0.03
H 0.01 -0.16 -0.07
H -0.01 0.06 -0.05
C -0.19 0.10 0.06
C 0.12 -0.03 -0.31
C -0.03 -0.12 0.08
O 0.06 0.04 -0.09
C 0.01 -0.01 0.01
O -0.04 0.05 0.04
O 0.01 -0.07 0.08
H 0.10 0.02 0.08
H -0.01 -0.02 0.03
H -0.05 -0.12 -0.01
H -0.05 -0.04 0.03
H -0.11 -0.01 0.12
H 0.06 0.06 -0.03

| no. | F_max (eV/Å) |
| --- | --- |
| 1 | 3.98 |
| 2 | 2.89 |
| 3 | 3.56 |
| 4 | 0.39 |
| 5 | 1.94 |
| 6 | 5.52 |
| 7 | 1.60 |
| 8 | 1.05 |